(1)
27
Properties=species:S:1:pos:R:3:forces:R:3 method="wB97M-V/def2-TZVPD" gap_ha=0.227 charge=-1 lumo_ev=2.925
C 1.76496 2.74284 -2.45963 0.9503 -0.2914 0.1716
C 1.78628 1.31120 -2.02444 1.8608 0.6985 -3.4424
C 3.00744 0.82695 -2.26141 0.7901 0.6127 -0.0335
C 3.92744 1.91432 -2.69606 -0.4339 -0.0034 0.1804
O 5.12110 1.90854 -2.92625 -0.9773 0.2617 0.0395
O 3.14929 3.06629 -2.78877 0.3014 0.0069 -0.1140
H 1.14251 2.90264 -3.35678 0.2428 -0.1545 0.2194
H 1.39771 3.41767 -1.67544 0.2876 0.0027 -0.0928
H 0.85794 0.78007 -1.49214 0.8742 0.2685 -0.9697
H 3.38764 -0.18459 -2.14971 -0.1788 0.1564 0.1510
Cl 0.90078 1.44182 0.89914 0.5284 0.5130 0.7787
C 0.16479 0.65119 -0.44285 -4.2894 -3.4977 3.0522
S -0.08059 -1.11430 -0.17647 -0.0784 2.6049 0.1609
C -1.30817 -1.29064 1.12392 -0.0280 -0.5671 0.0208
C -0.87900 -1.35196 2.45033 -0.1637 -0.0914 0.0882
C -1.80028 -1.63674 3.45921 -0.1451 0.1393 -0.2127
C -3.15045 -1.82333 3.14351 0.1484 -0.0001 -0.0622
C -3.58037 -1.71497 1.81710 0.2142 0.1532 -0.0077
C -2.66135 -1.43707 0.80249 0.0653 -0.0558 0.2892
O -0.68805 -1.58161 -1.40170 -0.1599 -0.3478 0.0190
O 1.14861 -1.68703 0.31405 -0.0612 -0.3463 0.0661
H -0.84755 1.03744 -0.59246 0.0297 0.0900 -0.0293
H 0.17237 -1.19411 2.68288 -0.2029 -0.1695 -0.1194
H -1.45299 -1.72278 4.48926 -0.1504 0.0558 -0.2284
H -3.86772 -2.05385 3.93287 0.1850 0.0444 -0.2118
H -4.63181 -1.85853 1.56354 0.2603 0.0549 0.1070
H -2.98051 -1.34952 -0.23418 0.1305 -0.1377 0.1796



(2)
34
Properties=species:S:1:pos:R:3:forces:R:3 method="wB97M-V/def2-TZVPD" gap_ha=0.322 charge=0 e_above_lowest_kcal_mol=53.8 smiles="Cc1cc(C)c2ccc(NC(=O)[C@H](C)N)nc2n1" lumo_ev=0.094
O -2.82389 -1.52088 1.97109 -0.0181 -0.9579 0.9560
N -0.27407 -0.00213 -0.68753 1.7063 0.4923 -1.6240
N 1.49412 0.65788 -1.87051 1.9200 0.6278 -0.0610
C -3.08681 -0.85883 1.00402 -0.9485 1.1519 2.2005
C -0.80292 -0.67422 0.24600 0.0720 -1.4169 1.0383
C 2.79212 0.86928 -1.80008 1.1435 -0.1474 -2.5846
C 0.01327 -1.29794 1.24656 -1.4941 -1.7473 2.3475
C 3.69484 0.43266 -0.83184 2.8041 0.5526 0.5387
C 1.38173 -1.15195 1.31479 -2.8389 -0.3004 -1.7455
C 3.39027 -0.31569 0.26736 -2.7643 1.1402 -3.1975
C 1.07957 0.03839 -0.78449 -0.5885 0.4108 2.0995
C 1.95995 -0.42952 0.26638 0.4158 -0.8596 0.8743
N -2.19883 -0.77048 0.00240 0.3874 1.4493 -1.4267
N -4.30653 1.25033 1.88048 3.1699 0.9409 1.0130
C 3.45634 1.34776 -3.09495 -0.8166 -0.1724 -0.8497
C 4.35526 -0.98732 1.11027 1.3575 -0.7567 1.6302
C -4.93118 0.54946 -0.23299 1.4507 0.3481 -2.5476
C -4.36849 0.01197 1.10520 -1.0653 2.6411 -2.8386
H -0.47496 -1.97959 2.01127 0.4689 1.0678 -1.2012
H 4.76513 0.69575 -1.01147 -0.8696 -0.2893 -0.0328
H 1.92869 -1.82919 1.92919 0.4073 0.2060 0.7627
H -2.38248 -0.13012 -0.80116 0.0051 -0.8296 0.9978
H -5.17031 1.69001 2.13028 -0.6862 -0.5580 -0.0244
H -3.78067 2.00968 1.36554 -0.6446 -1.4675 0.7876
H 3.88277 0.44478 -3.69985 -0.3808 1.6968 1.2975
H 2.58804 1.70374 -3.69220 0.8184 0.0545 0.0770
H 4.17884 2.18930 -2.92995 -0.4235 -1.0093 -0.2977
H 4.60739 -0.34036 1.98865 -0.1075 -0.6871 -0.5114
H 4.02475 -1.98129 1.46855 -0.1158 0.6661 0.0272
H 5.29297 -1.22451 0.57380 -0.4118 0.5255 0.1129
H -5.89639 0.30366 -0.63378 -0.8330 -0.8319 0.6233
H -4.98118 1.67473 -0.20809 0.4745 -1.2112 -0.3165
H -4.28086 0.20309 -1.09013 -0.5010 0.7442 0.5498
H -5.12646 -0.57842 1.48718 -1.0933 -1.4732 1.3256



(3)
36
Properties=species:S:1:pos:R:3:forces:R:3 method="wB97M-V/def2-TZVPD" gap_ha=0.347 charge=0 e_above_lowest_kcal_mol=260.0 lumo_ev=0.432
C -2.60438 -2.62140 -1.00571 2.0157 4.8687 -7.2164
H -2.89726 -2.82459 -2.08780 0.1643 0.0539 1.2276
H -2.45921 -3.46939 -0.56942 0.8053 -5.0304 3.0327
C -3.46937 -1.64083 -0.38265 -4.9812 -3.9461 -0.4894
C -2.91068 -1.44231 0.86269 -0.5324 5.2786 8.8842
H -2.81051 -2.27229 1.62939 0.7841 0.5187 -1.8029
H -3.71398 -0.76379 1.75923 1.9330 -1.3813 -2.8561
O -1.68295 -0.64043 0.79991 0.1544 -1.9664 0.3228
C -1.59454 0.66945 0.51119 3.4186 -2.4605 1.7174
C -2.55696 1.47880 0.36383 -4.2997 6.8095 -1.1221
C -2.40722 3.04170 0.05127 4.8033 -7.1723 1.0858
C -1.15726 3.40768 -0.19677 3.1434 -1.3443 0.6165
C 0.02642 2.26699 0.01812 1.5176 16.6755 -3.4690
C -0.20366 1.21378 0.52166 -2.5293 -13.2864 1.9641
C 0.90802 0.21167 0.65858 -0.2601 -3.9979 10.0039
O 0.92950 -0.49457 1.92326 0.4244 2.7108 -5.1914
N 1.93620 0.07608 -0.08329 -3.3372 6.8761 -4.7321
H 1.83210 0.80406 -0.85154 0.5048 -1.0505 0.7635
C 3.15047 -0.54542 -0.14007 -3.7765 -3.3202 8.2335
C 3.70337 -0.61073 -1.33185 1.5278 0.3000 -9.5899
H 2.98861 -1.02322 -2.30078 1.8128 0.9564 2.9960
O 3.99056 0.72998 -1.67869 2.1410 1.2551 -0.5482
H 4.79176 1.03897 -1.16038 -1.3005 -0.6920 -0.8120
H 4.53418 -1.28221 -1.23706 0.9041 -0.1400 -0.5981
H 2.69529 -1.49140 -0.05647 0.7490 -2.7488 1.4676
C 4.11377 -0.16623 1.01656 -14.8371 -3.5527 2.8701
O 5.13838 0.04266 0.75836 16.0688 3.4470 -3.4930
O 3.60684 -0.12462 2.21972 -3.3152 -1.3521 1.7443
H 2.51549 -0.56259 2.38002 2.1837 1.7518 -1.6056
H 1.05370 2.77295 0.13325 -1.4028 -1.0322 -0.9101
H -0.85586 4.45056 -0.41181 -0.0488 -0.9164 -0.1554
H -3.21364 3.48218 -0.26271 -4.4895 2.9422 -0.9542
H -3.58705 1.23315 0.48266 -0.4719 -0.6752 -0.0678
H -3.62959 -0.82791 -0.97879 -0.1242 2.4468 -1.2899
H -4.56129 -2.07762 -0.20410 1.9942 0.6803 -0.3635
H -1.59925 -2.03909 -1.14978 -1.3441 -1.5060 0.3371



(4)
10
Properties=species:S:1:pos:R:3:forces:R:3 method="wB97M-V/def2-TZVPD" gap_ha=0.482 charge=0 e_above_lowest_kcal_mol=51.1 smiles=CC(F)(C#N)C#N lumo_ev=0.504
C 2.22224 -1.33305 -0.23182 -1.4957 2.1056 1.8668
C 2.36548 1.12558 -0.15402 -1.1796 -2.4786 1.2975
C 0.09644 0.06160 0.04982 1.8882 -0.9950 -3.4414
C 1.56813 -0.18657 0.42053 1.3598 4.0936 -3.3363
N 2.64714 -2.27054 -0.68459 1.1791 -2.3647 -1.3170
N 2.87327 2.08620 -0.50787 0.2357 0.4766 -0.2638
F 1.68035 -0.13598 1.73671 0.3978 -0.7342 1.4229
H -0.19642 0.73395 0.80557 -1.2230 0.6899 0.4461
H -0.04152 0.35644 -1.08728 0.4476 0.0291 2.5723
H -0.23244 -0.94351 0.03417 -1.6099 -0.8224 0.7531



(5)
13
Properties=species:S:1:pos:R:3:forces:R:3 method="wB97M-V/def2-TZVPD" gap_ha="0.256 / 0.216" charge=+4 e_above_lowest_kcal_mol=28.3 spin_multiplicity=5 s_squared=6.019 lumo_ev="-19.453 / -23.283"
Rh -0.42157 -0.60430 -1.75066 -3.9871 -1.4683 3.6491
Sc -0.00969 -0.19110 1.01420 0.1719 -2.5251 3.0969
Cl -1.13300 -2.34703 -0.33721 0.0196 0.2171 0.1757
Cl -1.31825 1.66270 0.63804 -1.5719 2.3858 -0.2682
C 1.69279 1.37989 1.03197 3.1200 6.2439 -1.1452
C 0.58890 -1.80313 -2.70498 5.2193 -8.1636 -6.7286
C 0.31337 0.88729 -2.43018 4.1840 8.7866 -3.9708
O 2.21423 2.40274 0.85030 -2.5073 -5.5747 1.1512
O 1.13637 -2.64990 -3.28981 -2.7081 4.6555 3.2031
O 0.80929 1.85936 -2.83083 -2.2537 -4.5890 1.7402
O -1.00076 -0.23145 2.98656 0.0246 0.4041 -1.6664
H -1.08610 -0.71296 3.83465 0.4328 -0.4932 0.2827
H -1.78557 0.34790 2.98794 -0.1442 0.1210 0.4802



(6)
81
Properties=species:S:1:pos:R:3:forces:R:3 method="wB97M-V/def2-TZVPD" gap_ha=0.265 charge=+1 e_above_lowest_kcal_mol=8.8 lumo_ev=-3.760
Bi -0.14678 -0.36067 -0.46834 -0.1026 -0.3511 -0.0965
C 8.36030 -1.52666 1.95198 -0.0003 0.0000 0.0106
C 7.10026 -0.95229 1.37006 -0.0088 -0.0051 0.0157
C 5.90804 -1.66866 1.39689 0.0086 -0.0042 0.0374
C 4.74115 -1.14670 0.85964 -0.0191 0.0189 0.0324
C 4.77863 0.11716 0.30026 -0.0290 0.0042 0.0092
C 5.95822 0.84474 0.22470 0.0065 0.0178 0.0314
C 7.10924 0.30615 0.76823 0.0036 0.0299 0.0090
S 3.32437 0.80992 -0.44860 0.0151 0.0156 -0.0345
O 2.22870 -0.21775 -0.13936 0.0176 0.0495 0.0842
C 3.02313 2.28727 0.51525 -0.0006 -0.0196 0.0342
C 2.83869 3.42579 -0.29934 -0.0118 0.0028 -0.0051
C 2.52427 4.62555 0.26600 -0.0120 0.0029 -0.0116
C 2.33376 4.73194 1.66066 -0.0048 0.0102 0.0055
C 1.93120 5.95357 2.25866 -0.0100 -0.0025 -0.0054
C 1.72747 6.03371 3.60336 -0.0134 -0.0077 0.0051
C 1.91977 4.89717 4.42345 0.0221 -0.0003 -0.0023
C 2.31329 3.71091 3.88163 0.0409 0.0151 0.0067
C 2.52983 3.59307 2.48158 0.0220 0.0004 0.0045
C 2.91187 2.35622 1.88984 -0.0630 -0.0106 -0.0386
C 3.15698 1.18096 2.77459 0.0425 0.0420 -0.0065
C 4.38136 1.06111 3.50018 0.0156 -0.0261 -0.0398
C 5.39278 2.05142 3.44270 -0.0029 -0.0059 -0.0330
C 6.53373 1.92189 4.18139 0.0107 -0.0075 -0.0213
C 6.73409 0.78848 4.99739 0.0112 -0.0106 -0.0064
C 5.78310 -0.18858 5.06017 -0.0051 -0.0061 -0.0009
C 4.58054 -0.07386 4.32273 0.0117 -0.0120 -0.0330
C 3.57883 -1.07643 4.39070 -0.0120 -0.0078 -0.0021
C 2.39963 -0.93394 3.72453 0.0076 0.0092 0.0208
C 2.19411 0.22887 2.95170 -0.0745 -0.1008 0.0318
S 0.59061 0.48501 2.22836 0.1526 0.3994 0.0877
O -0.03076 -0.88668 2.08112 -0.0579 -0.1218 -0.1487
C -0.20882 1.41326 3.49862 0.0191 -0.0866 0.0599
C -0.87460 2.56006 3.09702 -0.0197 -0.0004 -0.0082
C -1.49546 3.34899 4.05356 -0.0010 -0.0212 -0.0034
C -1.46528 2.99563 5.39764 -0.0055 0.0097 -0.0024
C -2.16051 3.83351 6.43175 0.0015 0.0016 0.0054
C -0.79283 1.82866 5.77397 0.0096 0.0000 0.0067
C -0.16067 1.03569 4.83766 -0.0144 0.0209 -0.0092
H 8.13909 -2.29804 2.68835 0.0014 0.0001 -0.0043
H 8.95763 -0.75219 2.43288 -0.0002 -0.0027 -0.0010
H 8.97384 -1.97812 1.16984 -0.0011 0.0022 0.0011
H 5.88699 -2.65058 1.85439 -0.0004 0.0022 -0.0026
H 3.81372 -1.70124 0.88965 -0.0103 0.0025 0.0065
H 5.97768 1.82564 -0.23689 -0.0040 0.0005 0.0042
H 8.03116 0.87364 0.73172 -0.0001 -0.0018 -0.0009
H 2.93318 3.32685 -1.37349 0.0076 -0.0008 -0.0012
H 2.37874 5.50068 -0.35458 0.0079 0.0036 0.0028
H 1.78421 6.81860 1.62408 0.0031 0.0019 -0.0006
H 1.41633 6.96849 4.05051 0.0032 0.0022 0.0014
H 1.75202 4.97348 5.48971 -0.0058 -0.0029 0.0021
H 2.45164 2.84462 4.51554 0.0003 0.0052 0.0023
H 5.24914 2.92193 2.81540 -0.0058 0.0043 -0.0066
H 7.29290 2.69204 4.14054 -0.0029 -0.0011 0.0008
H 7.64405 0.69926 5.57617 -0.0024 -0.0001 -0.0024
H 5.92872 -1.06139 5.68502 0.0010 0.0023 -0.0028
H 3.75906 -1.95459 4.99882 0.0034 -0.0006 -0.0053
H 1.61968 -1.68293 3.77066 0.0014 -0.0049 -0.0022
H -0.89909 2.82989 2.04898 -0.0006 -0.0161 0.0323
H -2.01071 4.25123 3.74831 -0.0011 0.0037 -0.0004
H -2.36170 4.83680 6.06015 -0.0011 0.0016 0.0000
H -1.56470 3.91208 7.34084 0.0000 0.0003 0.0029
H -3.11546 3.38077 6.70558 -0.0001 0.0002 0.0000
H -0.76525 1.54521 6.81904 -0.0006 -0.0018 0.0006
H 0.36361 0.13960 5.14237 -0.0013 -0.0038 0.0093
C -3.82083 1.25293 -1.33269 0.0020 -0.0029 -0.0119
S -3.05029 0.05639 -0.30348 0.0232 -0.0001 0.0500
O -3.99323 -0.43380 0.63775 -0.0229 0.0037 -0.0127
O -2.39393 -0.93447 -1.19323 -0.0025 -0.0070 0.0103
O -1.86373 0.77189 0.35025 -0.0026 -0.0293 0.0120
H -4.68039 0.76436 -1.78718 -0.0031 0.0078 -0.0024
H -3.11591 1.57609 -2.09487 0.0051 0.0162 0.0067
H -4.14068 2.07952 -0.70218 0.0081 0.0036 -0.0058
C -1.69264 4.63527 -3.04239 -0.0566 -0.0410 0.0054
O -1.11148 3.32012 -3.06389 -0.1981 -0.1399 0.0364
C -0.66369 2.81229 -1.92475 0.7104 0.3414 -0.1910
S -0.70736 3.55337 -0.47677 -0.1998 -0.0189 0.0818
S 0.27800 1.35776 -2.30658 -0.2165 0.0335 0.0033
H -1.95084 4.84576 -4.07462 -0.0081 -0.0081 0.0035
H -0.96934 5.35447 -2.66247 0.0182 -0.0072 0.0037
H -2.57497 4.64457 -2.40432 0.0020 0.0100 -0.0151